{"formula": "C25H46BrFN4O9", "method": "the ωB97M-V functional and the def2-TZVPD basis", "mol_weight_g_mol": 645.56, "charge": 0, "gap_ha": 0.2706, "elements": ["C", "C", "C", "O", "C", "C", "C", "C", "O", "O", "N", "N", "F", "C", "C", "C", "O", "Br", "C", "O", "C", "C", "H", "H", "H", "H", "H", "H", "H", "H", "H", "H", "H", "H", "H", "H", "H", "H", "C", "O", "C", "C", "N", "C", "C", "O", "C", "H", "H", "H", "H", "H", "H", "H", "H", "H", "H", "H", "H", "H", "H", "H", "C", "O", "C", "C", "N", "C", "C", "O", "C", "H", "H", "H", "H", "H", "H", "H", "H", "H", "H", "H", "H", "H", "H", "H"], "positions_angstrom": [[7.12503, 3.51814, 2.02919], [6.89374, 2.27145, 1.13080], [6.69101, 2.67100, -0.32070], [5.34216, 3.11498, -0.49265], [5.25433, 4.37371, -1.12018], [3.92045, 5.00522, -0.88056], [3.85953, 6.41459, -0.79256], [5.14514, 7.22971, -0.97739], [5.74019, 6.95936, -2.02863], [5.42264, 7.95701, -0.00812], [2.73843, 7.08172, -0.55130], [1.69277, 6.35793, -0.43864], [0.55318, 7.07338, -0.23960], [1.54886, 5.04146, -0.49696], [0.20515, 4.40931, -0.33640], [-0.25538, 4.54429, 1.10956], [0.32971, 4.03075, 1.98473], [-1.84200, 5.57757, 1.46516], [2.73148, 4.30515, -0.73825], [2.59782, 2.97014, -0.88602], [2.65452, 2.18531, 0.33098], [3.17734, 0.81566, -0.00621], [6.88817, 4.40957, 1.45630], [8.14812, 3.56585, 2.37993], [6.44420, 3.51224, 2.87350], [5.99259, 1.79034, 1.49377], [7.73259, 1.58597, 1.20433], [7.39873, 3.45487, -0.57907], [6.83400, 1.81124, -0.97542], [5.43214, 4.32381, -2.19654], [6.00289, 5.04292, -0.70420], [-0.52009, 4.82137, -1.02885], [0.28380, 3.34458, -0.51662], [1.63740, 2.05358, 0.69184], [3.24474, 2.67356, 1.09877], [4.24334, 0.81604, -0.19154], [2.98269, 0.12765, 0.81265], [2.69387, 0.43431, -0.90083], [-3.15636, -2.08527, 2.89609], [-1.75906, -1.91185, 3.05957], [-0.97636, -2.87436, 2.36602], [-0.26174, -2.25137, 1.18613], [-1.20472, -1.88703, 0.13364], [-0.64578, -1.05490, -0.92662], [-0.10755, 0.32210, -0.55392], [-1.10110, 1.25140, -0.14888], [-1.48986, 1.18049, 1.21760], [-3.65997, -1.42633, 3.60182], [-3.48147, -1.82488, 1.88560], [-3.45430, -3.11526, 3.10805], [-1.58761, -3.72293, 2.04496], [-0.22860, -3.24739, 3.07168], [0.45858, -2.96909, 0.78213], [0.30008, -1.38576, 1.56322], [-1.98599, -1.39771, 0.54971], [-1.43347, -0.90862, -1.67022], [0.15333, -1.61645, -1.42136], [0.34044, 0.74727, -1.45765], [0.69302, 0.26652, 0.19212], [-0.65529, 0.90233, 1.86548], [-2.32052, 0.48650, 1.36101], [-1.84319, 2.17024, 1.50681], [-2.96111, -5.15832, -3.29273], [-4.37506, -5.18517, -3.32833], [-4.95318, -6.41999, -2.92191], [-5.67028, -6.27883, -1.59614], [-4.72728, -6.06824, -0.50520], [-5.33263, -5.67377, 0.76363], [-6.10688, -4.36014, 0.82422], [-5.30244, -3.20516, 0.67311], [-5.01374, -2.83208, -0.66370], [-2.64004, -4.24063, -3.78292], [-2.57434, -5.15535, -2.26791], [-2.53519, -6.00842, -3.83358], [-4.19985, -7.21163, -2.87851], [-5.68629, -6.69602, -3.68486], [-6.24148, -7.19125, -1.40075], [-6.38361, -5.44996, -1.69621], [-4.06536, -5.35459, -0.77936], [-4.52201, -5.60932, 1.49424], [-5.99278, -6.48074, 1.09764], [-6.53843, -4.28941, 1.82627], [-6.95002, -4.33231, 0.12407], [-5.83542, -3.07360, -1.34167], [-4.09067, -3.29664, -1.01960], [-4.85965, -1.75184, -0.67711]], "forces_ev_per_angstrom": [[-0.37, -0.51, -0.48], [0.07, 0.91, 0.31], [-0.34, -0.62, 0.29], [0.00, 0.24, 0.11], [0.11, -0.15, 0.16], [-0.41, -0.17, 0.03], [0.15, 0.10, -0.06], [0.67, 0.78, 0.88], [-0.25, -0.04, -0.22], [-0.33, -0.48, -0.58], [-0.06, -0.06, -0.11], [-0.04, -0.28, -0.05], [0.08, -0.01, 0.01], [0.10, -0.23, -0.18], [-0.39, 0.45, 0.01], [-0.23, 0.15, -0.59], [0.53, -0.41, 1.00], [-0.11, -0.01, -0.18], [-0.15, 0.17, 0.19], [0.34, 0.30, 0.05], [-0.27, -0.66, -0.04], [0.41, -0.06, -0.16], [0.13, 0.28, 0.05], [0.13, 0.17, 0.09], [0.10, 0.00, 0.27], [-0.10, -0.48, -0.17], [0.03, -0.20, 0.04], [0.08, 0.10, -0.22], [0.14, -0.01, -0.18], [0.04, 0.00, -0.13], [0.15, 0.11, -0.11], [-0.05, 0.16, -0.07], [0.05, -0.21, -0.10], [-0.20, 0.38, 0.18], [0.16, 0.22, -0.07], [0.22, 0.14, -0.05], [-0.09, -0.05, 0.14], [-0.12, -0.04, -0.06], [0.06, 0.13, 0.04], [-0.12, -0.09, -0.07], [0.22, 0.02, 0.17], [-0.17, 0.09, -0.12], [0.13, 0.12, 0.07], [-0.21, -0.11, -0.01], [0.04, -0.03, -0.18], [0.12, 0.10, 0.13], [-0.15, 0.12, -0.17], [0.08, 0.03, 0.02], [-0.11, -0.13, 0.00], [-0.04, -0.02, -0.07], [-0.06, 0.04, -0.05], [0.00, -0.02, -0.02], [0.02, 0.01, -0.01], [0.08, -0.05, 0.05], [-0.04, -0.04, 0.01], [0.03, 0.01, -0.04], [0.05, 0.02, 0.03], [-0.01, 0.03, 0.02], [-0.23, -0.10, 0.07], [0.00, -0.07, 0.00], [0.08, -0.09, 0.10], [0.02, 0.01, 0.01], [-0.09, 0.06, -0.04], [0.17, -0.04, 0.07], [-0.23, 0.00, -0.12], [0.15, 0.11, 0.12], [-0.10, 0.12, -0.03], [0.18, -0.08, -0.05], [-0.09, -0.05, 0.20], [-0.04, 0.00, -0.12], [0.13, 0.12, 0.15], [-0.04, 0.02, 0.00], [0.05, -0.07, -0.01], [0.03, -0.02, 0.03], [0.05, 0.04, 0.07], [0.02, -0.02, -0.01], [-0.02, 0.00, 0.01], [-0.09, -0.06, -0.07], [0.04, -0.01, -0.01], [-0.04, 0.00, 0.05], [-0.05, 0.01, -0.03], [0.01, 0.03, 0.00], [0.08, -0.02, -0.11], [0.00, -0.06, -0.02], [-0.05, -0.04, -0.10], [-0.04, 0.01, 0.03]]}

---

{"formula": "C25H46Cl2N2O6P2Sc", "method": "the ωB97M-V functional and the def2-TZVPD basis", "mol_weight_g_mol": 648.46, "charge": -1, "gap_ha": 0.1629, "elements": ["Sc", "Cl", "P", "C", "C", "C", "C", "H", "C", "H", "H", "H", "H", "H", "H", "H", "C", "C", "H", "H", "H", "H", "H", "H", "C", "H", "C", "H", "H", "H", "H", "H", "H", "Cl", "H", "P", "C", "C", "C", "C", "H", "C", "H", "H", "H", "H", "H", "H", "H", "C", "C", "H", "H", "H", "H", "H", "H", "C", "H", "C", "H", "H", "H", "H", "H", "H", "O", "C", "O", "C", "C", "C", "C", "C", "C", "N", "O", "O", "N", "O", "O", "H", "H", "H"], "positions_angstrom": [[-0.76342, -0.05788, 0.71849], [-0.20226, 0.80199, -1.50045], [-3.07300, -0.39001, -0.39618], [-3.27908, -1.31193, -1.96684], [-3.82634, -1.33265, 1.05951], [-3.74618, 1.31042, -0.57978], [-2.10924, -2.28336, -2.27823], [-3.25471, -0.53162, -2.75309], [-4.64130, -2.01526, -1.99698], [-4.66528, -2.86057, -1.29365], [-4.84647, -2.40944, -3.00485], [-5.46498, -1.33666, -1.73843], [-1.19786, -1.73037, -2.53785], [-2.36898, -2.91920, -3.13891], [-1.87182, -2.94376, -1.43044], [-3.23306, 1.67006, -1.49239], [-3.37144, 2.29655, 0.55500], [-5.25127, 1.22558, -0.84932], [-5.45354, 0.78012, -1.82911], [-5.69385, 2.22883, -0.84516], [-5.75960, 0.62877, -0.08150], [-2.67115, 1.89928, 1.30865], [-4.26680, 2.64492, 1.09187], [-2.86227, 3.17727, 0.13294], [-3.15158, -2.70416, 1.18062], [-4.89354, -1.45621, 0.81038], [-3.71281, -0.55532, 2.38488], [-3.30700, -3.34819, 0.30860], [-3.55691, -3.22838, 2.05607], [-2.06234, -2.61524, 1.34780], [-2.66390, -0.40182, 2.71662], [-4.19139, -1.14510, 3.17949], [-4.20597, 0.42606, 2.35460], [0.23078, -1.73104, 2.08025], [-0.14292, -1.30874, -0.39028], [3.28785, 0.65694, -0.20552], [3.35263, 2.26422, -1.05215], [4.18664, 0.56525, 1.45332], [3.51478, -0.76671, -1.34730], [2.19505, 3.20812, -0.61755], [3.16896, 2.04639, -2.12200], [4.74572, 2.86834, -0.86702], [4.86685, 3.25650, 0.15574], [4.88670, 3.70396, -1.56902], [5.52814, 2.12465, -1.07367], [1.24025, 2.83232, -1.01020], [2.35565, 4.21713, -1.02002], [2.07814, 3.28482, 0.47243], [2.87487, -0.48936, -2.21057], [2.95756, -2.11591, -0.81683], [4.99729, -0.77536, -1.74806], [5.23185, 0.10762, -2.36081], [5.22468, -1.66870, -2.34724], [5.64534, -0.78296, -0.85629], [2.26212, -1.97796, 0.02947], [3.76488, -2.80048, -0.51912], [2.38427, -2.61907, -1.61236], [3.59787, 1.64604, 2.37345], [5.25505, 0.75853, 1.25447], [4.01157, -0.82017, 2.08623], [3.84648, 2.66368, 2.06085], [3.97184, 1.50626, 3.39145], [2.50204, 1.54536, 2.40269], [2.93578, -1.04132, 2.22252], [4.47673, -0.82805, 3.07970], [4.47170, -1.62831, 1.50101], [0.00808, 3.71097, 2.20583], [-0.21879, 2.55423, 2.50891], [-0.31937, 1.53722, 1.64534], [-0.38577, 2.12227, 3.95175], [0.34281, 1.05304, 4.48051], [0.14622, 0.67074, 5.81468], [-0.86498, 1.25773, 6.59046], [-1.61674, 2.29316, 6.02560], [-1.33387, 2.77777, 4.73376], [-2.77302, 2.78564, 6.71713], [-3.05540, 2.31358, 7.83965], [-3.46704, 3.66395, 6.16418], [1.02653, -0.32742, 6.39904], [1.96216, -0.76539, 5.68681], [0.81776, -0.68864, 7.57512], [1.07464, 0.50810, 3.87767], [-1.06015, 0.90620, 7.60598], [-1.87067, 3.62640, 4.34028]], "forces_ev_per_angstrom": [[1.46, -1.98, -2.46], [-0.44, 1.04, -0.77], [1.63, -0.10, 1.41], [-0.21, -0.21, -0.45], [-0.93, 0.32, -0.93], [-0.56, -0.19, -0.46], [-0.03, 0.01, 0.05], [-0.08, -0.17, 0.41], [-0.23, -0.19, -0.28], [-0.01, 0.22, -0.22], [0.08, 0.03, 0.27], [0.18, -0.22, -0.04], [-0.25, -0.08, 0.33], [-0.16, 0.18, 0.15], [-0.06, 0.32, -0.28], [-0.16, -0.31, 0.33], [0.15, 0.10, 0.14], [-0.19, 0.57, -0.04], [0.01, 0.05, 0.18], [-0.06, -0.11, -0.03], [0.02, 0.13, -0.10], [-0.34, 0.06, -0.35], [0.20, -0.16, -0.14], [-0.22, -0.29, 0.14], [0.26, -0.11, 0.15], [0.10, -0.19, 0.40], [0.09, 0.12, -0.02], [0.00, 0.20, 0.12], [-0.01, 0.08, -0.12], [-0.44, -0.01, -0.15], [-0.35, -0.10, -0.23], [0.12, 0.11, -0.16], [0.12, -0.28, -0.05], [0.07, -0.25, 1.40], [-0.23, -0.67, 0.07], [-3.96, -1.07, 2.00], [0.48, 0.37, -0.16], [0.81, 0.28, -1.20], [0.72, 0.47, -0.10], [0.11, -0.27, -0.01], [0.27, -0.10, 0.37], [0.06, 0.60, -0.49], [0.06, -0.16, -0.29], [0.11, 0.03, 0.24], [-0.13, 0.24, 0.14], [0.34, 0.05, 0.20], [0.10, -0.08, 0.03], [0.17, -0.03, -0.29], [0.41, 0.08, 0.42], [-0.05, 0.11, 0.07], [-0.07, -0.72, -0.56], [0.03, -0.20, 0.24], [0.21, 0.08, -0.01], [-0.18, -0.02, -0.30], [0.29, -0.04, -0.42], [-0.09, 0.22, 0.04], [0.21, 0.18, 0.24], [-0.07, -0.20, -0.10], [-0.04, 0.00, 0.54], [-0.32, 0.00, -0.04], [-0.09, -0.12, -0.03], [0.08, 0.00, 0.02], [0.27, 0.07, -0.12], [0.46, 0.01, -0.14], [-0.01, 0.05, -0.10], [-0.18, 0.25, 0.06], [-0.44, -0.55, 0.48], [0.61, -1.02, -1.79], [0.48, 3.54, 3.08], [-0.26, -0.01, 0.32], [0.22, -0.31, 0.23], [-0.77, 1.22, -0.52], [0.16, -0.18, 0.07], [1.14, -0.80, -1.07], [0.07, -0.50, 0.52], [-2.24, 1.17, 1.58], [0.68, 0.69, -1.97], [1.30, -1.50, 0.82], [1.75, -1.84, 0.44], [-2.11, 1.03, 1.65], [0.26, 0.70, -2.02], [-0.32, 0.20, 0.15], [0.05, 0.15, -0.44], [-0.11, -0.01, -0.04]]}

---

{"formula": "C25H46FNO10S4", "method": "the ωB97M-V functional and the def2-TZVPD basis", "mol_weight_g_mol": 667.91, "charge": 0, "gap_ha": 0.3075, "elements": ["C", "C", "O", "N", "H", "H", "C", "H", "H", "H", "H", "H", "H", "O", "H", "F", "C", "C", "C", "C", "C", "C", "H", "H", "H", "H", "H", "C", "C", "C", "S", "O", "O", "C", "H", "H", "H", "H", "H", "H", "H", "H", "C", "C", "C", "S", "O", "O", "C", "H", "H", "H", "H", "H", "H", "H", "H", "C", "C", "C", "S", "O", "O", "C", "H", "H", "H", "H", "H", "H", "H", "H", "C", "C", "C", "S", "O", "O", "C", "H", "H", "H", "H", "H", "H", "H", "H"], "positions_angstrom": [[1.26872, 2.41368, -0.78063], [0.53372, 2.14168, 0.48137], [0.46872, 3.00568, 1.36937], [-0.21128, 0.81668, 0.61437], [-0.67028, 0.76568, -0.35063], [0.48472, 0.11268, 0.41937], [-1.19728, 0.60068, 1.70037], [1.97272, 1.67768, -1.08463], [1.74272, 3.57068, -0.89463], [0.38372, 2.51968, -1.34563], [-1.96528, 1.20368, 1.53337], [-0.77328, 0.59668, 2.84837], [-1.46028, -0.55132, 1.44337], [-1.21828, 0.49468, -1.69263], [-1.17028, 0.02468, -2.50863], [-4.71628, 1.32168, 1.46937], [-4.91128, 0.03768, 0.87137], [-5.60928, -0.97832, 1.61837], [-5.67728, -2.28032, 1.08737], [-4.93828, -2.57932, -0.14463], [-4.32328, -1.54232, -0.80563], [-4.33728, -0.27532, -0.36063], [-6.18428, -0.72532, 2.49437], [-6.21828, -2.93532, 1.68237], [-4.66428, -3.66332, -0.43163], [-3.86028, -1.76332, -1.65663], [-3.82828, 0.47468, -0.95463], [5.01372, 2.47868, -3.34563], [5.40772, 1.88668, -1.98763], [5.88172, 2.84068, -1.14863], [5.22572, 4.38668, -1.73563], [6.24272, 5.21068, -2.23063], [4.11172, 4.77468, -0.84463], [4.33172, 3.73168, -3.16563], [4.33172, 1.76568, -4.03563], [5.89272, 2.52968, -3.87663], [6.16772, 1.08868, -2.13463], [4.61972, 1.17468, -1.45363], [7.04972, 2.93968, -1.25263], [5.79072, 2.78768, -0.08263], [4.03872, 4.24968, -4.01663], [3.27772, 3.71368, -2.80563], [0.28372, 2.38468, -4.61863], [1.62472, 2.45768, -5.43363], [1.51872, 3.57468, -6.18463], [0.90872, 4.79468, -5.08163], [0.02972, 5.64268, -5.88263], [1.88972, 5.26368, -4.15663], [-0.19428, 3.75568, -4.33563], [0.61672, 1.73868, -3.68163], [-0.59428, 1.86968, -4.95963], [1.86872, 1.57068, -6.17563], [2.42472, 2.42268, -4.81263], [0.93372, 3.65768, -7.03863], [2.43372, 4.07068, -6.44563], [-1.12728, 3.80768, -4.64063], [-0.29328, 4.11268, -3.36463], [0.26072, -5.18232, 1.51837], [0.04872, -3.70632, 1.28437], [-1.37528, -3.54732, 1.06937], [-1.80528, -4.93332, -0.02663], [-1.51728, -4.54332, -1.36163], [-3.02228, -5.37632, 0.31937], [-0.54428, -5.97132, 0.56737], [0.10872, -5.22632, 2.53037], [1.44072, -5.36232, 1.42937], [0.41872, -3.52532, 0.35837], [0.73272, -3.09532, 1.93937], [-1.70928, -2.66232, 0.61037], [-2.06828, -3.96932, 1.95837], [-0.09628, -6.39132, -0.31463], [-0.84528, -6.74632, 1.21537], [-1.83728, -0.98532, 5.72637], [-2.52028, -2.20932, 6.33037], [-1.60228, -3.04332, 7.07337], [-0.08228, -2.80132, 6.03237], [-0.09228, -3.92732, 5.09137], [1.10972, -2.65732, 6.80637], [-0.42928, -1.26632, 5.29337], [-1.61828, -0.24232, 6.39337], [-2.21528, -0.35832, 5.00437], [-2.81928, -2.92332, 5.50637], [-3.56528, -2.09832, 6.77637], [-1.92728, -3.96432, 7.32037], [-1.23028, -2.56732, 7.91937], [-0.19428, -1.24832, 4.32037], [0.36872, -0.63632, 5.61537]], "forces_ev_per_angstrom": [[0.66, 3.54, 0.45], [0.85, 3.28, 4.04], [-0.68, -3.18, -2.10], [1.68, 2.63, 0.21], [-1.43, -0.88, -2.23], [0.17, -0.72, 0.62], [4.29, -6.22, 2.03], [0.19, -0.71, -0.59], [-1.02, -3.37, 1.17], [-0.79, -0.57, -2.12], [-3.38, 2.56, -0.37], [-0.84, 0.46, -3.22], [-0.05, 2.77, 0.97], [0.05, 1.00, 1.67], [0.24, -0.50, -0.53], [-0.49, -2.13, -1.21], [-0.20, -0.58, 1.19], [0.56, 0.92, -1.93], [2.49, 2.12, -2.22], [-0.62, -1.73, 2.47], [-2.04, -1.58, 2.29], [-0.02, 3.20, 1.53], [0.18, 0.11, 0.25], [-0.75, -1.69, 0.55], [-1.09, 1.89, 0.33], [2.08, -0.72, -3.43], [0.11, 0.15, 0.21], [-2.98, -4.50, -1.20], [-3.18, -8.18, -2.28], [5.55, 4.94, 3.03], [-5.18, 0.10, 0.32], [2.31, 2.10, 0.01], [2.20, 0.17, -0.35], [-1.77, 0.25, 2.53], [1.56, 1.10, 1.80], [2.09, 0.69, -1.46], [-0.22, 0.53, -0.26], [0.68, 1.84, -1.28], [-2.00, 0.20, -0.07], [-0.75, -0.19, 0.50], [1.14, 1.93, -1.69], [0.66, -1.03, 0.48], [2.15, -3.72, 3.23], [-2.45, -7.36, -1.13], [2.25, 6.45, -1.84], [-3.14, 1.91, -2.69], [1.41, 0.98, 0.45], [0.68, 0.29, 0.24], [2.73, -1.15, 2.26], [-1.13, 1.49, -1.43], [0.24, -0.75, -1.01], [-0.99, 1.10, 1.65], [2.28, 0.29, 2.17], [-1.48, -0.46, -1.35], [1.08, -0.11, -0.57], [-4.19, 1.00, -2.35], [0.36, 0.03, 2.37], [5.55, 1.79, -1.41], [1.84, 0.13, 1.43], [-3.28, -2.37, 2.60], [6.58, 4.06, -0.68], [0.38, 0.01, -1.45], [-8.18, -3.19, 1.86], [0.35, -1.08, 0.29], [-1.08, -1.46, 2.53], [-2.48, 0.06, -0.01], [1.63, 0.87, -3.16], [-1.50, -0.34, 0.00], [-0.71, 1.17, -0.35], [1.52, 1.80, -1.35], [0.77, -0.02, -0.17], [-1.43, -1.37, -0.05], [0.88, -0.44, 0.54], [-4.11, -0.61, -2.71], [3.14, 3.69, -0.76], [0.58, -4.53, -0.66], [-0.22, 1.27, 0.04], [0.40, 0.34, 0.85], [0.00, -0.83, 2.30], [-0.25, 1.65, 2.97], [-2.21, 0.43, -2.10], [0.23, 0.96, 0.05], [1.62, 0.61, -0.07], [-0.52, -3.36, 0.14], [0.29, 0.89, 2.14], [0.03, -0.93, -4.09], [0.11, 0.85, 1.26]]}